i.
Below is BrClFHN3O as an isolated structure, with properties calculated with ωB97M-V/def2-TZVPD.

ORCA input file:
```
! wB97M-V def2-TZVPD RIJCOSX def2/J DEFGRID3
* xyz -1 1
N 4.109 0.086 1.613
N 3.827 -0.161 2.660
N 2.821 -2.276 1.129
O 4.497 0.292 0.579
F -0.592 1.286 -0.547
Cl -0.864 -1.232 0.738
Br 1.594 -2.432 0.026
H -0.869 0.434 -0.353
*
```

## Properties
LUMO energy (alpha / beta): 2.95 / 2.97 eV


ii.
Below is a 4-piece molecular cluster, BrClFHN3O overall, with properties calculated with ωB97M-V/def2-TZVPD.

ORCA input file:
```
! wB97M-V def2-TZVPD RIJCOSX def2/J DEFGRID3
* xyz -1 1
N 0.812 1.716 0.278
N 1.131 0.814 0.859
N 1.852 -0.501 -0.427
O 0.556 2.712 -0.330
F -1.940 -1.573 1.370
Cl -1.685 -0.135 -1.055
Br 1.033 -1.757 -1.231
H -1.760 -1.275 0.536
*
```

## Properties
LUMO energy (alpha / beta): 2.54 / 2.50 eV


Most stable of them? i.


i.
Below is C5H8OS as an isolated structure, with properties calculated with ωB97M-V/def2-TZVPD.

ORCA input file:
```
! wB97M-V def2-TZVPD RIJCOSX def2/J DEFGRID3
* xyz 0 1
C 1.246 -0.987 0.896
C -0.059 -0.777 1.099
C 1.538 -0.659 -0.576
C -0.624 -0.201 -0.127
C -0.981 1.702 0.097
O 0.282 -0.284 -1.125
S -2.191 -0.820 -0.631
H 1.935 -1.318 1.548
H -0.565 -0.982 2.112
H 2.339 0.214 -0.696
H 1.953 -1.523 -1.181
H -1.172 1.870 1.100
H -1.692 1.904 -0.665
H 0.130 2.092 -0.069
H -2.136 -0.230 -1.783
*
```

## Properties
LUMO energy: 0.90 eV


ii.
Below is C5H8OS in the gas phase, with properties calculated with ωB97M-V/def2-TZVPD.

ORCA input file:
```
! wB97M-V def2-TZVPD RIJCOSX def2/J DEFGRID3
* xyz 0 1
C -2.285 -0.402 0.111
C -0.497 1.106 -0.481
C 0.384 -0.189 -0.069
C 1.471 -0.191 0.916
C 1.849 -0.365 -0.543
H -2.847 -0.661 1.111
H -2.941 -0.487 -0.855
H -0.116 2.054 -0.173
H -0.697 0.818 -1.525
H 1.495 -0.897 1.748
H 1.850 0.800 1.383
H 2.288 -1.388 -0.960
H 2.600 0.491 -0.883
O -1.722 0.851 0.318
S -0.834 -1.538 -0.099
*
```

## Properties
LUMO energy: 0.94 eV


Most stable of them? ii.


i.
Below is C5H8OS in the gas phase, with properties calculated with ωB97M-V/def2-TZVPD.

ORCA input file:
```
! wB97M-V def2-TZVPD RIJCOSX def2/J DEFGRID3
* xyz 0 1
C -0.346 -0.305 0.640
C -0.713 1.275 0.477
C 0.257 1.391 -0.705
C 1.004 -0.688 -0.066
C 1.503 -1.962 -0.053
H -2.982 -0.345 -0.593
H -0.346 -0.640 1.739
H -0.321 1.749 1.313
H -1.778 1.509 0.080
H 0.629 2.384 -0.272
H -0.283 1.452 -1.607
H 1.378 -2.658 0.949
H 2.418 -2.130 -0.420
O 1.227 0.259 -0.919
S -1.648 -1.291 -0.562
*
```

## Properties
LUMO energy: 0.49 eV


ii.
Below is C5H8OS in the gas phase, with properties calculated with ωB97M-V/def2-TZVPD.

ORCA input file:
```
! wB97M-V def2-TZVPD RIJCOSX def2/J DEFGRID3
* xyz 0 1
C -1.504 0.686 -0.728
C -1.922 -0.303 -1.225
C 1.134 -1.465 -0.246
C -0.666 1.577 0.045
C 0.316 0.832 0.894
O 1.716 0.998 -1.479
S 1.786 0.270 -0.185
H 1.800 -1.999 -0.806
H -2.340 -1.100 -1.806
H 1.067 -1.878 0.733
H 0.202 -1.524 -0.788
H 0.022 2.198 -0.612
H -1.344 2.410 0.520
H 0.720 1.545 1.594
H -0.066 -0.177 1.400
*
```

## Properties
LUMO energy: 0.80 eV


iii.
Below is a 2-piece molecular cluster, C5H8OS overall, with properties calculated with ωB97M-V/def2-TZVPD.

ORCA input file:
```
! wB97M-V def2-TZVPD RIJCOSX def2/J DEFGRID3
* xyz 0 1
C 1.762 0.900 0.594
C -0.852 0.571 -0.548
C -0.181 0.096 -1.867
C 0.039 -0.405 0.241
C -0.590 -1.016 1.530
O 1.795 1.983 0.114
S 0.687 -1.321 -1.074
H 2.543 0.306 1.052
H -0.885 1.685 -0.378
H -1.887 0.257 -0.483
H -1.008 -0.204 -2.546
H 0.536 0.811 -2.220
H -1.549 -1.515 1.438
H -0.612 -0.303 2.421
H 0.203 -1.844 1.728
*
```

## Properties
LUMO energy: 0.83 eV


Most stable of them? iii.


i.
Below is C2H6F2Si in the gas phase, with properties calculated with ωB97M-V/def2-TZVPD.

ORCA input file:
```
! wB97M-V def2-TZVPD RIJCOSX def2/J DEFGRID3
* xyz 0 1
C -0.410 1.654 0.232
C -0.261 -1.670 -0.067
F 2.096 -0.091 0.979
F 1.379 0.262 -1.523
Si 0.568 0.084 -0.172
H 0.250 2.141 0.963
H -0.466 2.247 -0.685
H -1.455 1.431 0.656
H 0.280 -2.591 -0.074
H -1.147 -1.703 0.717
H -0.835 -1.765 -1.026
*
```

## Properties
LUMO energy: 0.66 eV


ii.
Below is C2H6F2Si in the gas phase, with properties calculated with ωB97M-V/def2-TZVPD.

ORCA input file:
```
! wB97M-V def2-TZVPD RIJCOSX def2/J DEFGRID3
* xyz 0 1
C -0.462 1.121 -0.885
C 0.589 0.522 0.031
F -1.341 -1.426 1.543
F 1.146 -1.815 1.892
Si 0.105 -1.441 0.757
H -0.565 0.623 -1.919
H -1.594 0.952 -0.544
H -0.124 2.177 -0.980
H 0.791 1.125 0.927
H 1.556 0.327 -0.440
H -0.102 -2.166 -0.384
*
```

## Properties
LUMO energy: 1.03 eV


Most stable of them? i.


i.
Below is C15H27AlClIN2OP2S as an isolated structure, with properties calculated with ωB97M-V/def2-TZVPD.

ORCA input file:
```
! wB97M-V def2-TZVPD RIJCOSX def2/J DEFGRID3
* xyz 2 1
C 0.011 0.587 -7.096
C 0.016 1.337 -5.790
H 0.013 1.312 -7.920
H -0.889 -0.038 -7.167
H 0.904 -0.047 -7.169
O 0.025 2.524 -5.589
I 0.003 -0.008 -4.031
Al 0.002 -0.637 -0.151
P 2.321 -0.146 -0.326
C 3.036 1.131 0.755
C 3.281 -1.590 0.268
H 4.347 -1.397 0.075
H 4.110 -0.049 -1.963
H 2.979 -2.509 -0.249
H 2.548 -0.516 -2.712
H 2.626 1.055 1.768
H 3.139 -1.729 1.348
C 3.028 0.142 -1.974
H 4.127 1.008 0.808
H 2.840 1.176 -2.287
H 2.802 2.129 0.366
P -2.311 -0.110 -0.326
C -3.021 1.174 0.750
C -3.020 0.179 -1.973
H -2.985 -2.468 -0.237
H -4.343 -1.344 0.091
H -3.130 -1.681 1.358
C -3.278 -1.545 0.279
H -2.550 -0.488 -2.710
H -4.104 0.000 -1.958
H -4.115 1.062 0.792
H -2.773 2.170 0.366
H -2.821 1.208 -2.292
H -2.623 1.090 1.767
Cl -0.019 -2.645 -0.989
N -0.012 -3.262 1.973
C -0.004 -2.062 2.545
N 0.001 -0.877 1.897
C 0.005 0.205 2.815
C 0.006 1.570 2.509
C -0.015 2.483 3.575
C -0.028 2.048 4.907
C -0.021 0.676 5.195
C -0.005 -0.227 4.144
S -0.003 -1.984 4.276
H -0.009 -4.087 2.573
H -0.024 -3.314 0.946
H 0.023 1.904 1.467
H -0.022 3.552 3.360
H -0.044 2.762 5.727
H -0.028 0.277 6.207
*
```

## Properties
LUMO energy: -6.41 eV


ii.
Below is C15H27AlClIN2OP2S as an isolated structure, with properties calculated with ωB97M-V/def2-TZVPD.

ORCA input file:
```
! wB97M-V def2-TZVPD RIJCOSX def2/J DEFGRID3
* xyz 2 1
C -2.141 4.267 -3.108
C -1.699 3.034 -2.397
H -2.898 4.107 -3.902
H -1.261 4.754 -3.566
H -2.560 4.976 -2.371
O -1.860 1.839 -2.350
I 0.064 4.064 -0.673
Al 0.082 1.616 -0.206
P -1.684 0.835 1.309
C -2.737 -0.666 1.419
C -1.255 1.113 3.068
H -2.176 1.231 3.654
H -3.779 1.854 1.955
H -0.660 2.026 3.178
H -2.710 3.063 1.132
H -2.143 -1.570 1.595
H -0.690 0.273 3.473
C -3.072 2.027 1.129
H -3.472 -0.555 2.228
H -3.579 1.822 0.171
H -3.280 -0.786 0.476
P 1.547 0.283 -1.659
C 1.451 -1.378 -2.440
C 1.689 1.228 -3.233
H 3.527 1.307 -0.665
H 3.954 0.187 -1.976
H 3.499 -0.448 -0.379
C 3.294 0.334 -1.111
H 1.865 2.296 -3.040
H 2.515 0.792 -3.817
H 2.305 -1.531 -3.116
H 0.531 -1.437 -3.031
H 0.746 1.109 -3.793
H 1.436 -2.179 -1.694
Cl 1.671 2.394 1.369
N 2.636 0.013 2.920
C 1.991 -1.020 2.375
N 1.100 -0.964 1.392
C 0.592 -2.204 1.044
C -0.375 -2.547 0.050
C -0.755 -3.893 -0.121
C -0.177 -4.884 0.674
C 0.773 -4.550 1.647
C 1.158 -3.240 1.837
S 2.325 -2.653 3.002
H 3.315 -0.147 3.658
H 2.452 0.952 2.537
H -0.839 -1.775 -0.596
H -1.507 -4.171 -0.879
H -0.463 -5.922 0.537
H 1.251 -5.277 2.291
*
```

## Properties
LUMO energy: -8.10 eV


Most stable of them? i.


i.
Below is C17H25CuN4O9P2 as an isolated structure, with properties calculated with ωB97M-V/def2-TZVPD.

ORCA input file:
```
! wB97M-V def2-TZVPD RIJCOSX def2/J DEFGRID3
* xyz 1 2
Cu -0.069 0.415 -0.113
P 1.958 -0.310 -0.634
C 2.299 -0.799 -2.307
C 1.156 -1.217 -3.025
N -0.059 -0.833 -2.513
C -1.204 -1.325 -2.977
C -1.201 -2.289 -3.994
C 0.024 -2.670 -4.563
C 1.196 -2.067 -4.159
C -2.454 -0.873 -2.232
P -1.952 0.613 -1.276
H 2.179 -2.310 -4.569
H -2.143 -2.722 -4.311
H 0.050 -3.377 -5.390
H -3.274 -0.680 -2.930
H -2.833 -1.624 -1.517
H 2.381 1.332 -3.177
H 3.301 -1.043 -2.663
H 0.993 2.898 -1.765
O 1.998 2.259 -3.213
H 2.789 2.729 -3.583
H 0.437 2.553 -0.059
O 0.466 3.289 -1.057
H 0.882 4.141 -0.869
C -2.068 1.944 -2.517
H -3.044 1.869 -3.017
H -1.991 2.918 -2.011
H -1.258 1.828 -3.251
C -3.337 0.894 -0.155
H -3.105 1.774 0.453
H -4.259 1.074 -0.714
H -3.446 0.039 0.521
C 1.985 -1.984 0.142
H 2.837 -2.534 -0.286
H 2.070 -1.902 1.234
H 1.043 -2.489 -0.121
C 3.377 0.604 0.081
H 3.123 0.961 1.097
H 4.239 -0.080 0.117
H 3.609 1.463 -0.570
O 1.100 0.812 7.184
N 0.338 -0.070 6.741
O -0.196 -0.908 7.495
C -0.055 -0.065 5.364
C 0.526 0.850 4.456
C 0.140 0.882 3.105
C -0.675 -0.213 2.606
O -0.676 -0.598 1.393
C -1.293 -1.079 3.587
C -0.929 -1.073 4.922
N -2.237 -2.082 3.065
O -2.294 -3.167 3.681
O -2.957 -1.796 2.087
N 0.739 1.804 2.227
O 1.756 2.433 2.542
O 0.137 2.042 1.017
H 1.235 1.587 4.828
H -1.355 -1.827 5.593
*
```

## Properties
expectation value of S²: 0.79
LUMO energy (alpha / beta): -5.19 / -5.20 eV


ii.
Below is C17H25CuN4O9P2 as an isolated structure, with properties calculated with ωB97M-V/def2-TZVPD.

ORCA input file:
```
! wB97M-V def2-TZVPD RIJCOSX def2/J DEFGRID3
* xyz 1 2
Cu 0.009 0.289 -0.205
P 1.901 -0.636 -0.577
C 2.296 -1.302 -2.169
C 1.178 -1.536 -2.995
N -0.021 -1.109 -2.489
C -1.189 -1.472 -2.995
C -1.265 -2.338 -4.091
C -0.077 -2.772 -4.690
C 1.156 -2.371 -4.161
C -2.400 -0.864 -2.294
P -1.841 0.584 -1.326
H 2.102 -2.740 -4.548
H -2.249 -2.616 -4.461
H -0.110 -3.381 -5.590
H -3.177 -0.602 -3.020
H -2.805 -1.583 -1.569
H 3.609 2.675 -4.911
H 3.268 -1.667 -2.453
H -0.353 4.134 -0.855
O 3.096 2.520 -4.111
H 2.710 3.392 -3.999
H 0.666 1.651 0.468
O -0.287 5.033 -1.204
H 0.472 5.361 -0.723
C -2.071 1.930 -2.551
H -3.063 1.840 -3.027
H -1.978 2.905 -2.046
H -1.282 1.844 -3.313
C -3.222 0.824 -0.188
H -3.021 1.713 0.417
H -4.151 0.959 -0.747
H -3.289 -0.041 0.476
C 1.970 -2.080 0.557
H 2.823 -2.722 0.322
H 2.054 -1.735 1.590
H 1.041 -2.651 0.475
C 3.334 0.383 -0.104
H 3.147 0.879 0.865
H 4.210 -0.279 -0.056
H 3.455 1.128 -0.905
O 1.097 0.809 7.227
N 0.305 -0.084 6.848
O -0.244 -0.905 7.616
C -0.043 -0.164 5.448
C 0.596 0.727 4.571
C 0.229 0.724 3.215
C -0.615 -0.342 2.684
O -0.665 -0.657 1.439
C -1.303 -1.156 3.627
C -0.974 -1.096 4.966
N -2.249 -2.101 3.087
O -2.364 -3.194 3.674
O -2.952 -1.799 2.107
N 0.754 1.706 2.379
O 1.838 2.271 2.525
O 0.048 2.015 1.201
H 1.327 1.466 4.907
H -1.431 -1.768 5.682
*
```

## Properties
expectation value of S²: 0.79
LUMO energy (alpha / beta): -6.13 / -6.14 eV


Most stable of them? i.